(1)
2 unconnected molecules or ions with the total composition C4H11N3 in a non-equilibrium geometry. Source: the Open Molecules 2025 dataset; level of theory: wB97M-V/def2-TZVPD.

Energy above the lowest of the compared OMol25 structures with the same formula, charge and spin   156.27 kcal per mole
Kohn-Sham gap (alpha / beta)   8.0 / 8.0 eV
Highest occupied orbital energy (alpha / beta)   -7.50 / -7.50 eV
Total charge   0

Geometry as XYZ:
```
18
Properties=species:S:1:pos:R:3:forces:R:3
C 1.2638 0.2090 0.6044 -0.914 0.473 0.691
C -2.1210 0.3508 0.8007 0.095 -0.213 0.132
C 1.8110 1.3331 -0.2044 -0.103 -0.006 -0.109
N -0.3975 -2.0750 -0.4530 -0.195 -0.046 -0.246
N 0.5777 -1.1206 -0.9848 0.256 0.279 0.133
C -0.7899 -0.7028 -0.8769 0.554 -0.476 -0.411
N -0.9100 0.3372 0.0111 0.824 0.019 -0.092
H -0.2606 -2.0751 0.5603 0.083 0.183 -0.052
H 1.0344 -1.4074 -1.8496 -0.671 -0.227 -0.107
H -1.3774 -0.7323 -1.7991 -0.021 0.031 0.140
H 0.7550 0.4863 1.5129 0.157 0.264 0.122
H 1.9330 -0.6227 0.7909 -0.186 -0.150 -0.255
H -2.3762 -0.6247 1.2506 0.010 0.082 0.017
H -2.9959 0.6657 0.2080 0.156 -0.008 0.029
H -2.0149 1.0790 1.6098 -0.007 -0.045 -0.041
H 2.3644 0.9890 -1.0794 -0.056 -0.012 0.045
H 2.5000 1.9171 0.4198 -0.047 -0.094 0.004
H 1.0041 1.9933 -0.5213 0.064 -0.055 0.001
```
Positions in Å, forces in eV/Å.



(2)
3 unconnected molecules or ions with the total composition C21H38F2N2O14PS in a non-equilibrium geometry. Source: the Open Molecules 2025 dataset; level of theory: wB97M-V/def2-TZVPD.

Kohn-Sham gap   4.2 eV
Highest occupied orbital energy   -10.70 eV
Total charge   +1

Geometry as XYZ:
```
79
Properties=species:S:1:pos:R:3:forces:R:3
C 3.2570 -3.7934 -0.7588 -2.308 -1.134 -0.140
S 4.0470 -2.4057 -1.8053 8.848 -1.290 2.119
O 4.8059 -1.5089 -0.7581 -3.998 -2.703 -4.271
O 5.0090 -3.0864 -2.8306 -4.513 2.716 3.326
N 2.8504 -1.5000 -2.7378 -3.958 1.871 -2.155
C 1.5150 -2.2082 -3.0277 -1.251 2.958 -2.294
C 0.2837 -1.5033 -3.9029 3.170 1.618 0.854
C -1.1109 -2.3890 -4.1649 1.111 -0.537 -0.127
O -1.4554 -3.1109 -2.8960 5.521 0.145 -3.169
O -2.6961 -2.8636 -2.5756 -4.916 1.405 2.698
C 0.4951 0.0292 -4.4617 3.496 -2.191 4.209
P -0.8837 0.9728 -5.4419 -1.356 1.981 -0.717
O -2.4324 0.8409 -4.6029 3.512 -0.748 0.731
O -0.5234 2.7029 -5.4035 -0.336 -3.315 2.414
C 1.9737 0.7207 -4.1330 -0.369 -3.567 1.392
C 3.1497 -0.0736 -3.2461 -3.796 0.420 -2.247
N 4.4876 0.5785 -2.9847 -0.402 0.789 -0.837
C 5.3520 0.6815 -4.2207 -0.262 -0.955 -7.327
O 4.8918 0.4770 -5.4697 3.351 1.399 9.582
F 6.8228 0.9755 -4.0389 -5.759 -0.928 0.180
C 4.3815 1.8772 -2.2218 -2.121 7.017 0.794
O 3.6710 2.9553 -2.5591 4.980 -8.333 2.190
F 5.2099 2.0070 -0.9649 -2.741 -1.302 -4.928
H 3.2129 -4.7827 -1.4176 0.289 2.349 1.230
H 3.8572 -4.0032 0.2288 -0.762 1.041 -2.235
H 2.1367 -3.4932 -0.4778 2.559 -0.516 -0.501
H 1.2837 -3.3230 -2.6711 1.086 2.793 -0.582
H -0.8721 -3.2427 -4.9542 -0.371 1.973 1.566
H -1.9986 -1.7357 -4.5607 1.764 -1.178 1.012
H -2.6685 -2.6121 -1.6058 -0.085 -0.268 -1.385
H -2.3169 0.4206 -3.7008 -0.369 0.844 -1.185
H -0.5698 2.9910 -4.4431 0.036 -0.020 -1.453
H 2.1560 1.8030 -4.5564 -0.037 -2.399 1.126
C 5.7124 1.0348 2.3980 0.057 0.396 0.269
O 5.4356 2.3619 2.8124 -0.297 -0.199 -0.207
C 4.9760 3.1831 1.7373 0.110 0.194 0.844
C 4.1973 4.3850 2.2797 -0.193 -0.251 -0.283
O 2.8544 4.0619 2.6667 0.372 -0.195 0.188
C 2.7184 3.2791 3.8611 -0.162 0.409 0.063
C 3.0040 4.0729 5.1380 0.589 -0.425 -0.163
O 4.4118 4.2376 5.3214 -0.212 0.268 -0.208
C 4.7270 5.3962 6.0748 0.024 -0.281 -0.042
H 6.5288 1.0248 1.6700 -0.017 -0.147 -0.110
H 6.0095 0.4565 3.2768 0.006 0.191 -0.088
H 4.8170 0.5725 1.9711 -0.007 -0.070 -0.166
H 4.3325 2.6060 1.0645 -0.043 0.069 0.099
H 5.8565 3.5317 1.1879 -0.055 0.093 -0.230
H 4.0969 5.1144 1.4687 -0.093 -0.154 0.016
H 4.7297 4.8875 3.0873 0.109 -0.254 0.072
H 3.3119 2.3654 3.8033 0.209 0.153 0.141
H 1.6682 2.9693 3.8865 0.043 0.176 -0.027
H 2.6245 3.5223 6.0058 -0.263 0.017 -0.009
H 2.5049 5.0463 5.0813 -0.013 -0.013 -0.045
H 4.3408 6.2922 5.5776 -0.074 0.055 0.113
H 5.8147 5.4814 6.1361 -0.154 -0.141 -0.016
H 4.3166 5.3169 7.0886 0.013 0.162 -0.032
C -5.3876 -4.8259 -0.3770 -0.049 0.248 0.258
O -5.6644 -3.4989 0.0374 -0.132 -0.076 -0.200
C -6.1240 -2.6776 -1.0377 -0.011 0.105 0.799
C -6.9027 -1.4757 -0.4953 -0.374 -0.268 -0.258
O -8.2456 -1.7988 -0.1083 0.570 -0.114 0.157
C -8.3816 -2.5816 1.0861 -0.202 0.371 0.101
C -8.0960 -1.7878 2.3630 0.469 -0.455 -0.186
O -6.6882 -1.6232 2.5464 -0.069 0.329 -0.176
C -6.3730 -0.4645 3.2998 -0.025 -0.329 -0.064
H -4.5712 -4.8359 -1.1050 -0.006 -0.144 -0.151
H -5.0905 -5.4042 0.5018 -0.014 0.186 -0.083
H -6.2830 -5.2882 -0.8039 0.069 -0.046 -0.131
H -6.7675 -3.2547 -1.7105 -0.002 0.047 -0.026
H -5.2435 -2.3291 -1.5871 -0.017 0.126 -0.303
H -7.0031 -0.7463 -1.3063 -0.103 -0.158 0.002
H -6.3703 -0.9733 0.3123 0.126 -0.243 0.104
H -7.7881 -3.4954 1.0283 0.174 0.154 0.143
H -9.4318 -2.8914 1.1115 0.079 0.175 -0.044
H -8.4755 -2.3384 3.2308 -0.251 0.026 -0.025
H -8.5951 -0.8144 2.3063 -0.005 -0.016 -0.043
H -6.7592 0.4315 2.8026 -0.080 0.061 0.118
H -5.2853 -0.3793 3.3611 -0.132 -0.137 -0.003
H -6.7834 -0.5438 4.3136 0.019 0.172 -0.037
```
Positions in Å, forces in eV/Å.



| no. | molar mass (g mol⁻¹) |
| --- | --- |
| 1 | 101.15 |
| 2 | 643.57 |